DFT (ωB97M-V/def2-TZVPD) results for a 2-piece molecular cluster, C29H27F9NO10PS3 overall.

The value obtained for the HOMO energy is -9.20 eV. As for the SMILES: COCCC[C@H]1[C@](S)(N=C=S)OS(=O)(=O)[C@](C(F)(F)c2cccc(C(F)(F)F)c2)(C(F)(F)C(F)F)[C@]1(CC(=O)OC(C)=O)[PH2]=O.O=C1C=CC(=O)C=C1. As for the total energy: -118723.103 eV. The HOMO-LUMO gap is 7.4 eV.

Last column: Mulliken charge in e.
CARTESIAN COORDINATES (ANGSTROEM)
1 C 4.618 1.694 -3.316  -0.789
2 O 3.280 1.287 -3.109  -0.351
3 C 2.751 1.856 -1.906  -0.594
4 C 1.501 1.023 -1.575  -1.291
5 C 1.217 1.001 -0.040  -1.165
6 C 0.681 -0.383 0.419  0.793
7 C 1.830 -1.216 1.045  0.595
8 S 3.526 -0.884 0.273  -0.227
9 N 1.703 -2.672 0.910  -0.110
10 C 1.860 -3.179 -0.180  0.555
11 S 2.231 -3.918 -1.498  -0.373
12 O 2.045 -0.775 2.376  -0.405
13 S 0.782 -1.042 3.370  1.596
14 O 1.170 -0.483 4.622  -0.675
15 O 0.632 -2.446 3.511  -0.590
16 C -0.777 -0.255 2.707  1.546
17 C -0.860 1.235 3.154  1.324
18 F -0.706 1.386 4.520  -0.346
19 F -2.093 1.750 2.933  -0.313
20 C 0.153 2.260 2.652  -0.752
21 C -0.258 3.391 1.977  -0.240
22 C 0.600 4.368 1.551  -1.135
23 C 1.950 4.272 1.795  -0.728
24 C 2.371 3.173 2.506  0.133
25 C 3.841 3.031 2.842  0.769
26 F 4.104 1.992 3.626  -0.268
27 F 4.239 4.141 3.508  -0.291
28 F 4.602 2.964 1.740  -0.245
29 C 1.501 2.203 2.929  -0.317
30 C -1.989 -0.987 3.358  -0.266
31 F -1.961 -2.330 3.261  -0.321
32 F -3.169 -0.633 2.783  -0.290
33 C -2.259 -0.782 4.895  0.148
34 F -3.366 -1.554 5.140  -0.324
35 F -1.303 -1.274 5.677  -0.260
36 C -0.731 -0.423 1.106  1.094
37 C -1.593 0.635 0.306  -0.543
38 C -3.109 0.504 0.111  -0.583
39 O -3.838 1.215 0.765  -0.572
40 O -3.656 -0.223 -0.934  -0.216
41 C -4.803 -0.975 -0.632  0.845
42 C -6.140 -0.365 -0.289  -1.049
43 O -4.721 -2.173 -0.745  -0.482
44 P -1.546 -2.021 0.466  0.466
45 O -0.935 -3.309 0.834  -0.817
46 H 4.880 1.647 -4.377  0.257
47 H 5.331 1.059 -2.768  0.269
48 H 4.750 2.736 -2.992  0.335
49 H 2.513 2.912 -2.086  0.460
50 H 3.517 1.710 -1.132  0.417
51 H 1.682 0.024 -1.984  0.247
52 H 0.623 1.436 -2.089  0.345
53 H 2.106 1.335 0.497  0.293
54 H 0.532 1.840 0.090  -0.019
55 H 0.502 -0.885 -0.548  0.121
56 H 3.304 -0.791 -1.053  0.152
57 H -1.316 3.524 1.766  0.448
58 H 0.252 5.238 1.003  0.410
59 H 2.666 5.012 1.455  0.504
60 H 1.929 1.393 3.506  0.836
61 H -2.592 0.222 5.166  0.374
62 H -1.417 1.668 0.589  -0.485
63 H -1.212 0.558 -0.728  1.072
64 H -6.120 -0.021 0.753  0.232
65 H -6.936 -1.106 -0.340  0.355
66 H -6.407 0.505 -0.894  0.325
67 H -2.889 -2.058 0.907  0.114
68 H -1.612 -1.843 -0.940  0.011
69 C -0.282 -1.742 -5.042  -0.370
70 C -0.535 -2.092 -6.300  -0.389
71 C -0.897 -3.488 -6.653  0.278
72 O -1.126 -3.807 -7.798  -0.551
73 C -0.965 -4.476 -5.548  -0.387
74 C -0.712 -4.125 -4.290  -0.276
75 C -0.352 -2.731 -3.940  0.018
76 O -0.122 -2.414 -2.792  -0.119
77 H -0.015 -0.730 -4.765  0.453
78 H -0.490 -1.385 -7.119  0.432
79 H -1.231 -5.488 -5.825  0.420
80 H -0.756 -4.831 -3.470  0.481